Formula: C19H44N3Si4TeTi
Source: OMol25
Level of theory: ωB97M-V/def2-TZVPD

```
72
Properties=species:S:1:pos:R:3:lowdin_charge:R:1
Ti -1.9124 -0.4362 -1.2682 0.46
N -2.9731 -1.5379 -2.7988 -0.05
C -4.3511 -0.9840 -2.8834 -0.22
C -4.3966 0.2798 -3.7306 -0.18
C -3.5313 1.4487 -3.2513 -0.19
C -3.8567 1.9514 -1.8396 -0.19
N -2.8421 1.5008 -0.8411 -0.03
H -2.5326 -1.5482 -3.7164 0.11
H -2.9997 -2.5027 -2.4775 0.11
H -4.6921 -0.7907 -1.8605 0.12
H -5.0289 -1.7301 -3.2982 0.13
H -5.4389 0.6032 -3.7731 0.13
H -4.1177 0.0271 -4.7570 0.12
H -3.6514 2.2671 -3.9610 0.12
H -2.4598 1.2057 -3.3181 0.08
H -4.8271 1.5713 -1.5182 0.12
H -3.9173 3.0385 -1.8199 0.13
H -3.2251 1.5416 0.0992 0.10
H -2.0516 2.1475 -0.8408 0.06
N -2.1166 -1.3751 0.0922 -0.13
C -2.2088 -2.2307 1.1881 -0.38
C -2.8584 -1.8090 2.3479 -0.05
C -2.9358 -2.6519 3.4445 -0.07
C -2.3704 -3.9192 3.3943 -0.08
C -1.7298 -4.3426 2.2365 -0.07
C -1.6472 -3.5057 1.1364 -0.05
H -3.2902 -0.8163 2.3823 0.11
H -3.4382 -2.3184 4.3429 0.11
H -2.4311 -4.5751 4.2519 0.11
H -1.2912 -5.3307 2.1917 0.11
H -1.1425 -3.8250 0.2329 0.10
C -0.8205 1.5424 1.8483 -0.22
Si 0.7260 2.2315 1.0060 0.33
C 1.7620 3.1064 2.2962 -0.21
C 0.2156 3.4638 -0.3256 -0.23
Si 1.9371 0.4786 0.0264 0.15
Te 0.5442 -0.1661 -2.0378 0.51
Si 2.2577 -1.4130 1.4010 0.34
C 1.0275 -1.4306 2.8120 -0.20
C 3.9856 -1.2955 2.1189 -0.22
C 2.0969 -2.9442 0.3396 -0.22
Si 3.9158 1.1786 -1.0402 0.30
C 5.1163 1.8319 0.2424 -0.20
C 3.5218 2.5317 -2.2729 -0.22
C 4.6406 -0.3043 -1.9245 -0.21
H -1.5749 2.3222 1.9926 0.04
H -0.5598 1.1503 2.8334 0.03
H -1.2566 0.7028 1.3013 -0.03
H 1.1851 3.8946 2.7862 0.04
H 2.6471 3.5673 1.8546 0.02
H 2.0966 2.4106 3.0686 0.03
H -0.5546 4.1491 0.0411 0.04
H -0.1381 2.9719 -1.2366 -0.01
H 1.0719 4.0723 -0.6227 0.03
H 1.1848 -0.5821 3.4818 0.03
H 1.1543 -2.3431 3.4007 0.04
H -0.0060 -1.4042 2.4623 0.00
H 4.1191 -0.3739 2.6895 0.03
H 4.7544 -1.3293 1.3458 0.02
H 4.1622 -2.1327 2.7992 0.04
H 1.1148 -2.9787 -0.1351 -0.01
H 2.2228 -3.8462 0.9435 0.04
H 2.8474 -2.9577 -0.4533 0.03
H 4.7118 2.7012 0.7648 0.02
H 6.0419 2.1437 -0.2480 0.04
H 5.3721 1.0794 0.9883 0.02
H 3.1434 3.4268 -1.7754 0.02
H 2.7800 2.2090 -3.0058 0.01
H 4.4288 2.8129 -2.8142 0.04
H 4.9016 -1.1014 -1.2265 0.02
H 5.5500 -0.0172 -2.4581 0.04
H 3.9388 -0.7123 -2.6551 0.02
```

Values from the calculation:
E_HOMO in eV: -10.35
Total charge: +1
Gap between HOMO and LUMO in eV: 7.341
Strongest force on any atom in hartree/bohr: 0.005
LUMO in eV: -3.01
2S+1: 1
Energy relative to the best compared isomer or geometry (same formula, charge and spin) in kcal per mole: 0.0

Formula: C33H39BN4O3PPt
Source: OMol25
Level of theory: ωB97M-V/def2-TZVPD

```
82
Properties=species:S:1:pos:R:3:lowdin_charge:R:1
Pt -0.3938 0.2049 0.2110 1.14
N -0.3326 -2.3246 2.0417 -0.07
P 0.2547 -0.7754 2.3351 1.00
C -0.1395 -0.4955 4.0506 -0.36
C -0.9121 0.5836 4.4754 -0.07
C -1.1437 0.7581 5.8306 -0.04
C -0.6074 -0.1365 6.7454 -0.02
C 0.1651 -1.2135 6.3161 -0.03
C 0.4146 -1.3975 4.9684 -0.08
C 2.0342 -0.8242 2.2068 -0.36
C 2.6830 -1.7406 1.3739 -0.07
C 4.0637 -1.7456 1.3252 -0.03
C 4.7899 -0.8143 2.0652 -0.01
C 4.1403 0.1112 2.8799 -0.03
C 2.7595 0.1262 2.9385 -0.08
C -0.6555 -2.7908 0.7860 -0.36
C -1.0174 -4.1159 0.5683 0.03
C -1.2852 -4.5275 -0.7208 0.02
C -1.1950 -3.6164 -1.7768 -0.01
C -0.8662 -2.3197 -1.4915 -0.09
N -0.5962 -1.9108 -0.2314 -0.04
H -0.6181 -2.8939 2.8263 0.14
H -1.3374 1.2753 3.7569 0.11
H -1.7451 1.5899 6.1720 0.13
H -0.7847 0.0062 7.8039 0.13
H 0.5865 -1.9058 7.0335 0.13
H 1.0466 -2.2153 4.6371 0.12
H 2.1210 -2.4640 0.7940 0.11
H 4.5776 -2.4772 0.7157 0.13
H 5.8717 -0.8120 2.0072 0.13
H 4.7167 0.8073 3.4765 0.13
H 2.2465 0.8341 3.5801 0.11
H -1.0769 -4.8017 1.4047 0.14
H -1.5649 -5.5563 -0.9106 0.14
H -1.3991 -3.9142 -2.7956 0.13
H -0.8261 -1.5641 -2.2642 0.13
C -4.7581 5.1074 -5.0363 0.00
C -5.0731 5.4756 -3.5401 -0.55
C -5.1363 7.0035 -3.4277 -0.04
C -6.4249 4.8526 -3.1507 -0.03
C -3.9378 4.8641 -2.7981 -0.08
C -2.8291 5.6815 -2.3284 0.06
C -1.8047 5.1788 -1.5783 0.06
C -1.8588 3.8088 -1.3109 -0.15
O -0.9895 3.0502 -0.6386 0.16
B -1.4993 1.7103 -0.6890 -0.50
O -2.6708 1.6996 -1.4177 0.20
C -2.9138 2.9791 -1.8122 -0.15
C -3.9240 3.4611 -2.5601 0.10
H -5.5457 5.5567 -5.6435 0.11
H -4.7588 4.0278 -5.1944 0.09
H -3.7963 5.5164 -5.3507 0.10
H -6.0575 7.3575 -3.8858 0.10
H -4.3087 7.4951 -3.9418 0.09
H -5.1450 7.3325 -2.3853 0.10
H -7.2255 5.3809 -3.6653 0.10
H -6.5973 4.9479 -2.0757 0.10
H -6.5021 3.7967 -3.4136 0.08
H -2.8216 6.7372 -2.5621 0.13
H -1.0023 5.8063 -1.2131 0.14
H -4.6897 2.8025 -2.9489 0.15
C 2.9598 0.8738 -2.5205 0.01
N 2.8657 2.0659 -1.6764 -0.04
C 3.6912 3.2070 -2.1052 -0.12
C 3.9748 4.1395 -0.9513 -0.13
C 2.6655 4.4180 -0.2427 -0.12
N 2.0822 3.1510 0.2153 -0.05
C 1.4856 3.1409 1.5433 -0.01
C 2.1690 2.0388 -0.5352 -0.42
O 1.6317 0.9251 -0.1601 -0.15
H 2.7742 1.1487 -3.5592 0.11
H 2.2374 0.1317 -2.2061 0.08
H 3.9601 0.4423 -2.4599 0.11
H 3.1712 3.7399 -2.9036 0.14
H 4.6168 2.8174 -2.5254 0.14
H 4.4192 5.0628 -1.3187 0.14
H 4.6751 3.6805 -0.2505 0.13
H 1.9715 4.9255 -0.9202 0.13
H 2.8200 5.0550 0.6245 0.14
H 0.8680 4.0286 1.6740 0.11
H 2.2572 3.1400 2.3154 0.11
H 0.8618 2.2638 1.6760 0.04
```

Values from the calculation:
E_HOMO (alpha / beta) in eV: -15.43 / -15.42
Total charge: +3
Gap between HOMO and LUMO (alpha / beta) in eV: 3.297 / 3.284
Strongest force on any atom in hartree/bohr: 0.039
LUMO (alpha / beta) in eV: -12.13 / -12.13
2S+1: 1
Energy relative to the best compared isomer or geometry (same formula, charge and spin) in kcal per mole: 28.7

Formula: C4H11N2O
Source: OMol25
Level of theory: ωB97M-V/def2-TZVPD

```
18
Properties=species:S:1:pos:R:3:lowdin_charge:R:1
N 2.8199 -0.2606 0.1249 0.03
C 1.6675 0.6216 0.0698 -0.20
C 0.3639 -0.1419 0.1281 -0.30
N -0.7817 0.6950 0.7367 0.13
C -2.0414 0.0808 0.1707 -0.04
C -1.4909 -0.8700 -0.9150 -0.11
O -0.1528 -0.4337 -1.1145 -0.03
H 2.5822 -1.2422 0.0718 0.08
H 3.4828 -0.0648 -0.6121 0.09
H 1.6923 1.3228 0.9148 0.12
H 1.6493 1.2211 -0.8433 0.14
H 0.4248 -1.0249 0.7757 0.18
H -0.6874 1.6678 0.4436 0.19
H -0.7627 0.6638 1.7564 0.19
H -2.5786 -0.4300 0.9627 0.14
H -2.6567 0.8790 -0.2309 0.14
H -1.5130 -1.9088 -0.5805 0.14
H -2.0176 -0.7751 -1.8588 0.14
```

Values from the calculation:
E_HOMO in eV: -13.27
SMILES: NC[C@H]1[NH2+]CCO1
Total charge: +1
Gap between HOMO and LUMO in eV: 9.829
Strongest force on any atom in hartree/bohr: 0.004
LUMO in eV: -3.44
2S+1: 1
Energy relative to the best compared isomer or geometry (same formula, charge and spin) in kcal per mole: 44.0

Formula: C15H20F6MnN2O6S7
Source: OMol25
Level of theory: ωB97M-V/def2-TZVPD

```
57
Properties=species:S:1:pos:R:3:lowdin_charge:R:1
Mn 0.6210 -0.2039 0.5928 0.60
F 3.4286 -2.9715 2.6507 0.16
C 2.2675 -2.3502 2.5083 -0.63
F 1.3068 -3.1467 2.9785 0.15
F 2.0268 -2.1994 1.1884 0.09
S 2.2659 -0.6380 3.3226 0.61
O 1.0751 -0.0285 2.7690 -0.34
O 2.2419 -0.9123 4.7139 -0.23
N 3.6045 -0.0075 2.8319 -0.27
S 3.7421 0.8520 1.5180 0.63
O 2.5685 0.8105 0.6667 -0.38
O 4.3532 2.1162 1.7063 -0.22
C 4.9862 -0.1981 0.5723 -0.66
F 5.1993 0.2829 -0.6503 0.15
F 6.1509 -0.2919 1.1980 0.16
F 4.4839 -1.4296 0.4397 0.13
C -2.1535 -3.3851 2.6545 0.00
C -1.6014 -2.0244 2.3700 -0.45
C -2.1519 -0.8965 3.1753 -0.01
O -0.7706 -1.8594 1.4900 -0.02
H -3.2121 -3.4081 2.3936 0.10
H -2.0649 -3.6064 3.7156 0.10
H -1.6178 -4.1313 2.0761 0.09
H -2.7105 -1.2427 4.0409 0.09
H -2.7974 -0.3002 2.5255 0.08
H -1.3324 -0.2438 3.4809 0.08
C -3.8293 3.2744 1.0494 -0.39
S -3.4525 3.5974 -0.6979 0.80
C -1.7088 3.7657 -0.6597 -1.02
C -0.8193 2.8596 -0.1777 -1.07
S -1.2421 1.3336 0.5082 0.66
S 0.8858 3.3060 -0.3111 0.91
C 0.6308 4.7740 -1.2434 -1.49
S 1.8446 5.6801 -1.8532 0.55
S -1.0463 5.1918 -1.4344 0.90
H -4.8626 2.9466 1.0714 0.03
H -3.7141 4.1896 1.6231 0.04
H -3.1713 2.4889 1.4067 -0.05
O 1.0536 -1.2077 -1.2314 -0.01
C 0.6794 -1.4535 -2.3804 -0.43
C 1.2553 -0.7353 -3.5716 -0.07
C 0.1057 0.1686 -4.0848 -0.16
C -0.8666 0.6129 -2.9762 -0.19
C -2.0351 -0.3509 -2.7058 -0.17
C -1.6394 -1.6541 -1.9930 -0.17
N -0.4464 -2.2004 -2.6223 0.09
H 1.5890 -1.4095 -4.3583 0.12
H 2.0975 -0.1313 -3.2366 0.13
H -0.4611 -0.3489 -4.8631 0.11
H 0.5445 1.0540 -4.5460 0.12
H -1.3080 1.5694 -3.2622 0.12
H -0.3036 0.7851 -2.0470 0.07
H -2.5012 -0.6009 -3.6634 0.11
H -2.7679 0.1610 -2.0817 0.10
H -2.4413 -2.3921 -2.0411 0.12
H -1.3882 -1.4560 -0.9397 0.08
H -0.5928 -2.4047 -3.6043 0.14
```

Values from the calculation:
E_HOMO (alpha / beta) in eV: -7.41 / -7.45
Gap between HOMO and LUMO (alpha / beta) in eV: 6.747 / 7.143
Strongest force on any atom in hartree/bohr: 0.033
LUMO (alpha / beta) in eV: -0.66 / -0.31
<S²>: 0.766
2S+1: 2

Formula: C4H7FI2
Source: OMol25
Level of theory: ωB97M-V/def2-TZVPD

```
14
Properties=species:S:1:pos:R:3:lowdin_charge:R:1
C 1.0759 1.5237 0.1869 -0.09
C 1.1786 -0.9634 0.3780 -0.27
C 1.4119 0.1830 -0.3225 -0.13
C -2.7339 -0.4504 -0.7405 -1.14
F 1.9471 -2.0372 -0.1861 -0.11
I -2.3809 -2.1396 0.4493 0.77
I -2.8186 1.3517 0.3953 0.68
H 1.1002 1.3818 1.2247 0.06
H 0.1058 1.7281 -0.2825 0.02
H 1.5447 2.4140 -0.1225 0.06
H 0.0989 -1.4431 0.3697 0.01
H 1.5355 -1.0404 1.4328 0.14
H 1.4495 0.0553 -1.3081 0.07
H -3.5148 -0.5634 -1.4743 -0.09
```

Values from the calculation:
E_HOMO (alpha / beta) in eV: -7.66 / -8.79
Gap between HOMO and LUMO (alpha / beta) in eV: 6.244 / 8.397
Strongest force on any atom in hartree/bohr: 0.121
LUMO (alpha / beta) in eV: -1.42 / -0.39
2S+1: 1
Energy relative to the best compared isomer or geometry (same formula, charge and spin) in kcal per mole: 96.9

Formula: C4H7NO2
Source: OMol25
Level of theory: ωB97M-V/def2-TZVPD

```
14
Properties=species:S:1:pos:R:3:lowdin_charge:R:1
H 1.8353 1.3932 0.7808 0.06
N 1.0033 0.8053 0.7005 0.09
C 0.2251 1.2535 -0.1961 -0.23
C -1.1046 0.6527 -0.5603 -0.23
C -1.5046 -0.6915 0.0623 -0.10
H 0.4622 2.1606 -0.7729 0.11
H -1.1374 0.6031 -1.6563 0.11
H -1.8387 1.4258 -0.2948 0.11
H -0.6572 -1.2048 0.5167 0.04
H -1.9222 -1.3570 -0.6999 0.07
H -2.2701 -0.5592 0.8313 0.07
O 3.2144 -0.9563 0.9183 0.18
C 2.2866 -1.4741 0.4375 -0.44
O 1.4078 -2.0513 -0.0671 0.17
```

Values from the calculation:
E_HOMO in eV: -10.27
SMILES: [H]/N=C/CC.O=C=O
Gap between HOMO and LUMO in eV: 11.061
Strongest force on any atom in hartree/bohr: 0.016
LUMO in eV: 0.79
2S+1: 1
Energy relative to the best compared isomer or geometry (same formula, charge and spin) in kcal per mole: 9.8

Formula: C6H6N3O4
Source: OMol25
Level of theory: ωB97M-V/def2-TZVPD

```
19
Properties=species:S:1:pos:R:3:lowdin_charge:R:1
C 0.5800 -1.1483 -1.6040 -0.06
C 0.6065 -0.5526 -0.2458 -0.23
C 0.3723 -2.0103 0.8847 -0.64
O 0.6924 -2.9972 0.3007 0.04
O -0.1283 -1.6719 1.9096 0.04
N -0.3991 0.4887 0.0007 -0.10
C -0.7270 1.0171 1.2383 -0.04
C -1.7092 1.9823 0.9316 -0.09
C -1.7451 2.0994 -0.5003 -0.16
N -0.9360 1.1433 -1.0074 0.04
N 1.9836 -0.1991 0.2995 -0.34
O 1.9899 0.5175 1.3228 0.01
O 2.9703 -0.6734 -0.1804 0.07
H -0.5469 -1.2480 -1.7358 0.11
H 0.8566 -2.2051 -1.8152 0.09
H 1.0174 -0.6012 -2.3204 0.03
H -0.3230 0.4970 2.1199 0.11
H -2.2237 2.7512 1.4585 0.06
H -2.3304 2.8108 -1.0570 0.08
```

Values from the calculation:
E_HOMO in eV: -4.72
SMILES: C[C@](C(=O)[O-])(n1cccn1)[N+](=O)[O-]
Total charge: -1
Gap between HOMO and LUMO in eV: 8.471
Strongest force on any atom in hartree/bohr: 0.086
LUMO in eV: 3.76
2S+1: 1
Energy relative to the best compared isomer or geometry (same formula, charge and spin) in kcal per mole: 9.8

Formula: C3H4NOP
Source: OMol25
Level of theory: ωB97M-V/def2-TZVPD

```
10
Properties=species:S:1:pos:R:3:lowdin_charge:R:1
C -0.9333 0.9998 2.1619 -0.17
P 0.6075 1.4027 1.5136 0.86
C 0.8171 0.7982 -0.0585 -0.37
C -0.1213 -0.2177 -0.4700 -0.63
N 0.0575 -0.9764 -1.5951 0.15
O -1.1901 -0.4301 0.1233 -0.03
H -1.0552 0.2305 2.9620 -0.02
H 1.5334 1.0825 -0.7679 0.02
H 0.8344 -1.1206 -2.1451 0.07
H -0.5499 -1.7690 -1.7243 0.11
```

Values from the calculation:
E_HOMO in eV: -8.78
SMILES: C#P=CC(N)=O
Gap between HOMO and LUMO in eV: 7.720
Strongest force on any atom in hartree/bohr: 0.050
LUMO in eV: -1.06
2S+1: 1
Energy relative to the best compared isomer or geometry (same formula, charge and spin) in kcal per mole: 70.7